Entry 1:
C4H12 | ωB97M-V/def2-TZVPD

The orbital gap is 12.11 eV. The lowest unoccupied orbital energy comes out at 0.0420 Ha.

ORCA input file:
```
! RIJCOSX wB97M-V def2-TZVPD def2/J DEFGRID3
* xyz 0 1
C -1.1011 2.5222 0.4590
C -0.1150 -2.4101 -0.5348
C 1.1890 -1.6950 -0.8290
C -0.0038 1.4549 0.7575
H 0.9363 2.0115 0.7832
H -0.2462 -3.1865 -1.2172
H -2.0592 2.3341 0.9901
H -0.2430 -2.4871 0.5715
H -0.8632 3.4956 0.9649
H -1.0592 2.8291 -0.4568
H 0.0082 0.5467 0.0743
H -0.0513 1.0457 1.7776
H 1.5841 -1.8249 -1.8497
H 1.1843 -0.6466 -0.4931
H 1.9754 -2.1441 -0.2401
H -1.1354 -1.8455 -0.7572
*
```

For each atom in turn, the Löwdin charge in e is:
1. C -0.1469
2. C -0.1824
3. C -0.1813
4. C -0.1486
5. H 0.0599
6. H 0.0266
7. H 0.0766
8. H 0.0764
9. H 0.0760
10. H -0.0149
11. H 0.0429
12. H 0.0623
13. H 0.0717
14. H 0.0293
15. H 0.0559
16. H 0.0966

***

Entry 2:
C50H40CaN2OP2S4 | ωB97M-V/def2-TZVPD

The orbital gap is 6.52 eV. The lowest unoccupied orbital energy comes out at 0.1483 Ha.

ORCA input file:
```
! RIJCOSX wB97M-V def2-TZVPD def2/J DEFGRID3
* xyz -2 1
Ca 0.1624 0.9943 0.3747
S 3.7893 4.0085 -0.8128
S 1.1639 2.1173 -2.1003
S -3.8663 -2.1746 -1.1118
S -1.5543 -0.5983 -2.0424
P 0.0313 -1.9446 1.2155
P 3.0802 2.6976 -2.1111
O -0.4671 2.6318 1.7681
N -3.1392 0.0574 0.0637
N -2.2555 1.1333 0.2029
C 3.3651 0.6820 1.1886
C 3.3552 3.3328 -3.8183
C 2.3314 -0.2312 1.1102
C 3.9799 5.0980 -5.3348
C -0.1970 -1.3891 2.9522
C 0.6835 -1.6787 3.9921
C -2.8153 -0.7400 -0.8953
C -1.3118 -0.5931 3.2124
C 0.4475 -1.1889 5.2673
C 4.4057 -3.3861 1.3489
C 2.7364 -1.6003 1.2054
C -0.9520 -3.4980 1.2135
C -4.0184 2.4531 -0.8239
C 5.5407 1.3844 -2.2416
C 3.7227 4.2710 -6.4172
C -2.6652 2.2841 -0.1818
C 4.0937 -2.0036 1.3013
C -4.5990 -2.3889 0.5437
C 3.0936 2.5069 -4.9093
C 3.4194 -4.3320 1.3351
C -2.1815 -5.2993 2.2572
C -7.3455 0.1143 1.2984
C 3.8005 4.6280 -4.0390
C 4.7274 0.3136 1.2995
C -1.2844 5.7037 -0.8804
C -2.4128 -5.8733 1.0137
C 5.0928 -1.0022 1.3415
C 2.0599 -3.9449 1.2979
C -0.0868 4.8234 1.0085
C -7.1082 -2.4987 0.4287
C 3.2795 2.9709 -6.2010
C -8.3659 -1.9294 0.5708
C -1.5475 -0.1017 4.4888
C -6.0908 -0.4570 1.1545
C -1.9224 -5.2575 -0.1294
C -8.4896 -0.6180 1.0067
C -1.8085 3.4731 -0.0408
C -2.0145 4.5375 -0.9310
C -1.2067 -4.0729 -0.0308
C -0.3106 5.8383 0.1143
C 4.4873 -1.1791 -2.1983
C 3.6404 -0.0791 -2.1409
C 4.1614 1.2080 -2.1601
C 5.8572 -0.9971 -2.3005
C 1.7301 -2.6167 1.2366
C -1.4525 -4.1220 2.3555
C 6.3842 0.2882 -2.3248
C -5.9560 -1.7722 0.7145
C -0.7864 3.5865 0.9537
C -0.6689 -0.4006 5.5189
H 3.1630 1.7480 1.1184
H -1.9897 -0.3381 2.4031
H 2.7300 1.5006 -4.7376
H -3.8850 -1.9646 1.2469
H -4.4630 3.4049 -0.5336
H 2.5685 -0.2115 -2.0569
H -1.4465 6.4850 -1.6122
H -4.6688 1.6265 -0.5498
H 6.1371 -1.2959 1.3893
H -5.1916 0.1107 1.3595
H -0.8632 -3.5669 -0.9259
H -2.9846 -6.7909 0.9362
H 5.4494 -3.6834 1.3997
H -2.5692 -5.7694 3.1536
H 1.1472 -1.4089 6.0651
H -9.2510 -2.5114 0.3417
H 5.4861 1.0898 1.3162
H 0.6889 4.9003 1.7606
H -2.7605 4.4282 -1.7094
H -3.9155 2.4392 -1.9120
H -2.1223 -5.6804 -1.1066
H 1.5659 -2.2755 3.7933
H 6.5186 -1.8557 -2.3324
H 4.3224 6.1135 -5.4974
H -9.4693 -0.1689 1.1167
H -7.4306 1.1401 1.6366
H 1.2879 -4.7049 1.3218
H 3.0720 2.3201 -7.0423
H 3.8638 4.6357 -7.4282
H 5.9446 2.3900 -2.2232
H -7.0144 -3.5241 0.0873
H -4.6453 -3.4683 0.7027
H 7.4568 0.4351 -2.3863
H -2.4035 0.5372 4.6664
H 0.2920 6.7385 0.1678
H -0.8405 -0.0030 6.5122
H -1.2724 -3.6805 3.3279
H 3.6738 -5.3856 1.3712
H 4.0713 -2.1777 -2.1404
H 4.0060 5.2536 -3.1783
*
```

Atom charges from the Löwdin analysis, given in e for atoms 1 to 99:
1. Ca 1.0249
2. S 0.1373
3. S 0.1963
4. S 0.8333
5. S 0.4126
6. P 1.0688
7. P 0.0120
8. O -0.2624
9. N -0.1111
10. N -0.0957
11. C -0.1671
12. C -0.3836
13. C -0.1776
14. C -0.1062
15. C -0.3745
16. C -0.0798
17. C -1.2128
18. C -0.0997
19. C -0.0936
20. C -0.0621
21. C -0.2489
22. C -0.3679
23. C -0.0250
24. C -0.1109
25. C -0.1200
26. C -0.2917
27. C -0.1964
28. C -0.4334
29. C -0.1015
30. C -0.1070
31. C -0.1044
32. C -0.0912
33. C -0.1164
34. C -0.0970
35. C -0.1253
36. C -0.1158
37. C -0.0749
38. C -0.0948
39. C -0.0352
40. C -0.0610
41. C -0.1008
42. C -0.1102
43. C -0.0806
44. C -0.0473
45. C -0.1017
46. C -0.1202
47. C -0.1411
48. C -0.0730
49. C -0.1289
50. C -0.1118
51. C -0.0857
52. C -0.1083
53. C -0.3819
54. C -0.1105
55. C -0.3271
56. C -0.0856
57. C -0.1040
58. C -0.2850
59. C -0.4456
60. C -0.1050
61. H 0.0484
62. H 0.0795
63. H 0.0996
64. H 0.0647
65. H 0.0775
66. H 0.0670
67. H 0.0811
68. H 0.0558
69. H 0.0966
70. H 0.0944
71. H 0.0887
72. H 0.0891
73. H 0.0978
74. H 0.0915
75. H 0.0932
76. H 0.0897
77. H 0.0966
78. H 0.1062
79. H 0.0971
80. H 0.0910
81. H 0.0995
82. H 0.1060
83. H 0.0907
84. H 0.0899
85. H 0.0875
86. H 0.0967
87. H 0.0913
88. H 0.0926
89. H 0.0866
90. H 0.0873
91. H 0.1065
92. H 0.0656
93. H 0.0894
94. H 0.1014
95. H 0.0917
96. H 0.0902
97. H 0.0982
98. H 0.0863
99. H 0.1033

***

Entry 3:
CH4INOS | ωB97M-V/def2-TZVPD

The orbital gap is 6.55 eV. The lowest unoccupied orbital energy comes out at -0.0508 Ha.

ORCA input file:
```
! RIJCOSX wB97M-V def2-TZVPD def2/J DEFGRID3
* xyz 0 1
I -3.6723 1.2079 0.0573
S -2.6334 -0.8221 0.3838
O -0.7224 -0.3738 -0.9055
N 0.4407 -0.6427 -0.5064
C 1.3230 0.4364 0.2530
H 0.9669 0.6653 1.2676
H 2.2167 -0.1709 0.2204
H 0.8465 -1.5944 -0.4059
H 1.2343 1.2942 -0.3643
*
```

For each atom in turn, the Löwdin charge in e is:
1. I 0.2582
2. S -0.1538
3. O -0.3082
4. N -0.1849
5. C 0.0206
6. H 0.0841
7. H 0.0716
8. H 0.1480
9. H 0.0644

***

Entry 4:
C48H51N7O3OsS | ωB97M-V/def2-TZVPD

The orbital gap (spin up / spin down) is 6.37 / 6.21 eV. The lowest unoccupied orbital energy (spin up / spin down) comes out at -0.1271 / -0.1452 Ha.

ORCA input file:
```
! RIJCOSX wB97M-V def2-TZVPD def2/J DEFGRID3
* xyz 1 2
Os -0.2348 0.2419 -0.4025
S 3.0350 0.1546 -0.7261
O 1.5968 -3.3713 0.4313
O -2.4230 -0.6399 -1.1337
O 0.2395 3.1254 2.5595
N -0.8352 1.3960 -2.1492
N -3.6132 -1.0358 -1.4987
N 1.4914 0.5973 -1.3980
N 0.9044 -0.0591 1.2515
N -0.4896 2.0112 0.6690
N 0.1038 -1.7973 -0.3941
N 2.4718 1.1839 -3.4702
C -3.0507 1.6485 2.9393
C 1.0798 0.9617 2.0961
C -3.2143 1.4959 1.4234
C -2.8057 2.7750 0.7180
C -1.0611 4.2179 -0.2041
C -1.9129 -4.3431 -2.2666
C -2.7098 -4.8343 -1.2496
C -4.4044 -1.7057 -0.6424
C 0.2418 2.1713 1.7978
C -1.4625 3.0227 0.4000
C 3.9911 -0.1592 -2.1752
C 1.9321 0.8350 3.1749
C -0.8135 -2.8589 -0.7413
C 2.4247 -1.4076 2.4504
C 1.3929 -2.8497 -2.9567
C -0.1082 -2.9433 -3.2331
C -0.6793 -4.2064 2.5029
C -3.7464 3.7500 0.4063
C -2.3734 2.5150 -3.5745
C 4.4789 0.2774 -4.4840
C -0.1240 2.1575 -4.2966
C 0.1229 1.5737 -3.0684
C 0.3925 4.5042 -0.5209
C 1.5570 -1.2113 1.3945
C 5.9494 -1.1090 -3.1806
C 2.6086 -0.3667 3.3513
C -4.6355 1.0500 1.0890
C -2.5199 -4.3702 0.0405
C -1.5741 -3.3915 0.3193
C -0.9452 -3.3655 -2.0384
C 0.5779 5.0608 -1.9340
C 5.6326 -0.4903 -4.3792
C -0.6466 -1.6472 -3.8369
C -2.0570 1.8781 -2.3853
C 1.1336 -2.2482 0.3938
C 1.4394 1.0850 -2.6096
C -2.5805 -2.5762 2.5413
C -5.6539 -2.1403 -1.0292
C -6.1055 -1.8959 -2.3140
C -3.3659 4.9420 -0.1919
C -1.4032 2.6302 -4.5545
C -2.0341 5.1731 -0.4856
C 3.6657 0.4347 -3.3781
C -4.0208 -0.8158 -2.7667
C -1.3300 -3.0215 1.7790
C -5.2633 -1.2289 -3.1910
C 5.1212 -0.9499 -2.0753
C 0.9904 5.4753 0.5021
H 2.0324 1.6723 3.8509
H 5.3629 -1.4286 -1.1349
H -5.5540 -1.0321 -4.2127
H 0.2112 -4.5495 1.9788
H -6.2581 -2.6735 -0.3094
H 1.6481 -1.9050 -2.4805
H -1.6256 3.0969 -5.5040
H 0.6438 2.2673 -5.0483
H -0.4016 -3.9262 3.5208
H -3.4478 -5.5989 -1.4545
H 2.9219 -2.3629 2.5433
H 1.7307 -3.6481 -2.2965
H 3.2677 -0.4960 4.1991
H -2.5385 0.6977 1.0934
H 0.9376 3.5580 -0.4546
H -3.3718 -3.3276 2.5110
H -0.6439 -2.1754 1.8210
H -3.7679 2.3795 3.3182
H -4.1099 5.6947 -0.4179
H -1.3796 -5.0417 2.5643
H 1.6408 5.1256 -2.1765
H -2.0200 -4.7406 -3.2695
H -1.7446 6.1158 -0.9326
H -4.8096 1.0095 0.0107
H -7.0841 -2.2264 -2.6304
H 0.8290 5.1227 1.5190
H 1.9493 -2.9166 -3.8946
H -2.9753 -1.6302 2.1646
H -3.9749 -1.8702 0.3294
H 6.8389 -1.7170 -3.0986
H -2.3303 -2.4132 3.5908
H -2.0548 2.0020 3.2052
H -0.7599 -0.9014 -3.0530
H -3.3708 2.9057 -3.7167
H -4.8231 0.0580 1.5043
H 4.2161 0.7480 -5.4240
H -1.6294 -1.7991 -4.2891
H 2.0630 5.5927 0.3374
H -3.2971 -0.3223 -3.3950
H 0.0271 -1.2636 -4.6092
H -3.2331 0.6983 3.4458
H -4.7896 3.5881 0.6421
H -0.2473 -3.7302 -3.9786
H 0.1668 6.0669 -2.0234
H 2.3063 1.6434 -4.3482
H 0.0893 4.4384 -2.6850
H -5.3794 1.7203 1.5216
H -2.7856 1.7427 -1.6002
H 6.2761 -0.6052 -5.2399
H -3.1003 -4.7966 0.8503
H 0.5242 6.4579 0.4006
*
```

Atom charges from the Löwdin analysis, given in e for atoms 1 to 99:
1. Os 1.4989
2. S 1.1088
3. O 0.0981
4. O -0.2113
5. O 0.0744
6. N -0.0135
7. N -0.1562
8. N -0.3318
9. N -0.0613
10. N -0.0590
11. N -0.0575
12. N 0.1595
13. C -0.0286
14. C -0.1537
15. C -0.3765
16. C -0.1549
17. C -0.1389
18. C -0.0301
19. C -0.0669
20. C -0.0244
21. C -0.4726
22. C -0.1944
23. C -0.4435
24. C 0.0401
25. C -0.1653
26. C 0.0266
27. C -0.0463
28. C -0.3440
29. C -0.0419
30. C -0.0283
31. C -0.0059
32. C -0.0065
33. C 0.0065
34. C -0.2110
35. C -0.3655
36. C -0.2677
37. C -0.0601
38. C -0.0050
39. C -0.0692
40. C -0.0475
41. C -0.1373
42. C -0.1334
43. C -0.0586
44. C -0.0583
45. C -0.0533
46. C -0.0977
47. C -0.5158
48. C -0.3155
49. C -0.0513
50. C -0.0151
51. C -0.0430
52. C -0.0577
53. C -0.0174
54. C -0.0243
55. C -0.2405
56. C -0.0103
57. C -0.3526
58. C -0.0252
59. C -0.0746
60. C -0.0435
61. H 0.1313
62. H 0.1170
63. H 0.1182
64. H 0.0750
65. H 0.1240
66. H 0.0414
67. H 0.1242
68. H 0.1190
69. H 0.0844
70. H 0.1069
71. H 0.1335
72. H 0.0885
73. H 0.1203
74. H 0.0871
75. H 0.1162
76. H 0.0805
77. H 0.1036
78. H 0.0934
79. H 0.1069
80. H 0.0845
81. H 0.0840
82. H 0.1147
83. H 0.1135
84. H 0.0770
85. H 0.1167
86. H 0.0671
87. H 0.0862
88. H 0.0508
89. H 0.1080
90. H 0.1139
91. H 0.0870
92. H 0.0724
93. H 0.0337
94. H 0.1249
95. H 0.0722
96. H 0.1202
97. H 0.0798
98. H 0.0841
99. H 0.1163

***

Entry 5:
C5H21O8 | ωB97M-V/def2-TZVPD

The orbital gap is 9.56 eV. The lowest unoccupied orbital energy comes out at 0.1235 Ha.

ORCA input file:
```
! RIJCOSX wB97M-V def2-TZVPD def2/J DEFGRID3
* xyz -1 1
O 2.7919 -0.6541 0.8909
O 0.0071 -0.6717 3.3952
O -1.8712 -1.0420 -2.1515
O 0.1677 3.8304 0.2788
O -1.9003 -2.7951 -0.3842
O 0.0618 0.5195 -3.2614
O -0.8081 -2.6681 1.8112
O 3.5523 1.8334 0.1816
C 1.6351 -1.0038 0.6954
C 0.5440 2.6802 0.1529
C -0.3995 0.3457 0.2115
C 0.8175 -0.3923 -0.4000
C 0.0114 1.5838 1.0292
H 1.2495 2.4598 -0.6446
H -1.3066 -2.6430 0.8198
H -0.2619 -1.3863 2.7615
H -0.9479 -0.3124 0.8868
H -1.8062 2.8302 -2.8786
H 0.7583 1.2855 1.7838
H 4.2075 2.0618 0.8687
H 1.1739 -1.7418 1.3520
H -1.9258 2.3600 -2.3266
H -2.8299 -2.8156 -0.1240
H 3.2824 0.9011 0.3302
H -1.0852 0.6395 -0.5922
H -0.4417 -3.5529 1.8881
H 0.4410 -1.2036 -1.0406
H -0.8607 1.9578 1.5849
H -2.2155 -1.6015 -2.8590
H -0.7913 -0.5704 3.9374
H -1.8081 -1.7372 -1.3407
H -0.5700 -0.1219 -2.8602
H 1.3632 0.2618 -1.0771
H -0.2345 1.3631 -2.9192
*
```

For each atom in turn, the Löwdin charge in e is:
1. O 0.0084
2. O -0.1037
3. O -0.1799
4. O 0.0095
5. O -0.2899
6. O -0.1127
7. O -0.2023
8. O -0.0929
9. C -0.2017
10. C -0.2662
11. C -0.1830
12. C -0.1415
13. C -0.1530
14. H 0.1025
15. H -0.0231
16. H -0.0301
17. H 0.0944
18. H 0.0573
19. H 0.1127
20. H 0.0411
21. H 0.1003
22. H 0.0465
23. H -0.0027
24. H -0.0173
25. H 0.0868
26. H 0.0272
27. H 0.1152
28. H 0.1202
29. H 0.0328
30. H 0.0343
31. H -0.0198
32. H -0.0195
33. H 0.0989
34. H -0.0488

***

Entry 6:
C22H22N2O2S | ωB97M-V/def2-TZVPD

The orbital gap is 8.15 eV. The lowest unoccupied orbital energy comes out at 0.0200 Ha.

ORCA input file:
```
! RIJCOSX wB97M-V def2-TZVPD def2/J DEFGRID3
* xyz 0 1
S -0.1971 0.7473 -6.3045
O -0.4703 3.5311 1.2266
O -0.9384 -0.9443 1.5021
N -0.7529 2.0115 -4.0947
N 0.1207 -0.1749 -3.8889
C -0.2833 0.8696 -4.6552
C -1.6289 -0.3303 -0.6421
C -0.6258 -0.8468 0.1799
C 1.9473 -4.6919 2.4854
C -0.1642 -0.4388 -2.5414
C -1.4076 -0.1393 -1.9864
C -0.6067 2.4612 -2.7745
C 0.8105 -1.0145 -1.7367
C 1.6319 -3.3524 2.6252
C 0.5762 3.0990 2.0730
C 0.1806 3.4290 3.5036
C 0.3881 -2.8800 2.2263
C -1.5669 3.5050 -0.8358
C -0.2148 -5.1027 1.5392
C 0.5877 -1.2191 -0.3872
C -1.6559 3.1422 -2.1602
C 1.0254 -5.5692 1.9392
C 0.5622 2.2377 -2.0578
C -0.4287 3.1952 -0.0879
C -0.5346 -3.7647 1.6860
C 0.6492 2.5877 -0.7234
C 0.0401 -1.4204 2.3994
H 1.3669 -1.6680 0.2078
H 1.4103 1.7805 -2.5433
H 0.0198 4.4985 3.6053
H 1.5127 3.6113 1.8102
H 1.5653 2.3824 -0.1932
H 0.9498 -0.8050 2.3407
H 0.6342 -0.8802 -4.4000
H 0.9662 3.1190 4.1868
H -2.3801 4.0140 -0.3439
H 2.9164 -5.0506 2.7995
H 0.7234 2.0158 1.9591
H -2.5790 -0.0808 -0.1980
H -0.9377 -5.7825 1.1133
H -2.5509 3.3634 -2.7228
H -1.5023 -3.3981 1.3768
H -0.4076 -1.2693 3.3889
H 2.3544 -2.6676 3.0473
H -1.2046 2.6344 -4.7508
H -0.7412 2.9142 3.7597
H -2.1969 0.2459 -2.6123
H 1.7624 -1.2907 -2.1663
H 1.2744 -6.6137 1.8259
*
```

For each atom in turn, the Löwdin charge in e is:
1. S 0.5819
2. O -0.0462
3. O -0.0499
4. N 0.0510
5. N 0.0502
6. C -0.8953
7. C 0.0185
8. C -0.2709
9. C -0.0834
10. C -0.2782
11. C -0.0174
12. C -0.2809
13. C -0.0147
14. C -0.0497
15. C -0.2601
16. C -0.0616
17. C -0.2242
18. C 0.0030
19. C -0.0727
20. C -0.0022
21. C -0.0208
22. C -0.0903
23. C -0.0217
24. C -0.2689
25. C -0.0274
26. C -0.0018
27. C -0.1541
28. H 0.1099
29. H 0.1270
30. H 0.0777
31. H 0.1264
32. H 0.1099
33. H 0.1266
34. H 0.1250
35. H 0.0755
36. H 0.1195
37. H 0.1021
38. H 0.1149
39. H 0.1256
40. H 0.1042
41. H 0.1178
42. H 0.1209
43. H 0.1411
44. H 0.1132
45. H 0.1255
46. H 0.0777
47. H 0.1270
48. H 0.1195
49. H 0.1009

***

What are the maximum force values for these records? In order: 0.14081; 0.01088; 0.07498; 0.02339; 0.02946; 0.01284 hartree/bohr.
What are the energy above the lowest of the compared OMol25 structures with the same formula, charge and spin values for these records? In order: 1.412; 0.120; 2.901; 0.000; 2.282; 0.974 eV.